(1)
83
Properties=species:S:1:pos:R:3 method="wB97M-V/def2-TZVPD" gap_ev=7.5 total_energy_ha=-2443.65422 multiplicity=1 e_homo_ev=-7.993
C -0.23440 -1.12225 1.72474
C -0.25529 -0.24404 0.90247
C 0.12617 0.98178 0.21194
C -0.53701 2.12813 0.35540
C -1.76088 2.29026 1.24333
C -2.98724 2.58194 0.33054
C -4.32752 2.68388 1.11291
C -4.61111 4.17701 1.41637
C 0.06752 3.30359 -0.42737
O -0.60328 4.10080 -1.02117
C 1.59861 3.33474 -0.41676
C 2.39742 4.63572 -0.23129
C 2.80581 4.73180 1.26365
C 3.94110 4.07658 1.66798
C 2.25013 2.18110 -0.55599
C 1.36877 0.94687 -0.68383
O 1.60595 0.04680 -1.44390
H -0.17546 -1.90023 2.45752
H -1.56176 3.12002 1.94603
H -1.95470 1.40108 1.85727
H -2.84654 3.54436 -0.18356
H -3.01402 1.78447 -0.42916
H -5.11475 2.34726 0.41248
H -4.37545 2.02538 1.99197
H -5.54090 4.35926 1.97138
H -3.74088 4.57802 1.95960
H -4.63595 4.72386 0.46280
H 3.29566 4.56747 -0.84875
H 1.75953 5.49076 -0.48826
H 2.20413 5.26634 2.00802
H 4.81559 4.61429 2.05826
H 4.00968 2.97632 1.67408
H 3.33779 2.11532 -0.57034
O -1.41428 -5.33647 -0.52259
C -0.99938 -4.49345 -1.25263
O -0.41732 -3.34317 -0.84384
C 0.14713 -2.70734 -1.99554
C -0.67404 -3.28216 -3.12064
O -1.05200 -4.56621 -2.60859
H 0.06368 -1.62682 -1.92203
H 1.20349 -2.97520 -2.06435
H -1.57758 -2.70325 -3.32016
H -0.10841 -3.38383 -4.04461
O 3.62092 -0.53097 2.33811
C 3.50254 -1.70530 2.46140
O 4.41774 -2.61845 2.04139
C 4.03280 -3.88988 2.56558
C 2.55275 -3.71846 2.79265
O 2.43466 -2.31520 3.04033
H 4.26066 -4.68488 1.85782
H 4.58242 -4.07049 3.49252
H 1.96036 -3.97242 1.91024
H 2.18817 -4.29433 3.64063
O -5.62144 -2.78250 -4.77124
C -5.09477 -3.81512 -4.51801
O -3.84052 -3.93369 -4.00503
C -3.65598 -5.30050 -3.62881
C -4.64951 -6.02174 -4.50205
O -5.66467 -5.03536 -4.70160
H -2.63560 -5.61698 -3.80601
H -3.88005 -5.40771 -2.56548
H -4.23136 -6.29912 -5.47253
H -5.05872 -6.91094 -4.02718
O 7.25597 -7.25121 4.03481
C 7.65408 -6.39480 3.31797
O 8.22085 -5.23431 3.74424
C 8.76988 -4.57509 2.60243
C 7.95592 -5.14845 1.47100
O 7.60043 -6.44125 1.95927
H 8.66709 -3.49552 2.69016
H 9.83024 -4.82480 2.52476
H 7.04246 -4.57893 1.28309
H 8.52168 -5.22474 0.54486
O -3.67200 7.01824 1.09214
C -4.40283 7.39517 0.23850
O -5.67474 7.82751 0.44868
C -6.14228 8.40298 -0.77072
C -5.27791 7.72853 -1.80665
O -4.08139 7.44895 -1.08102
H -7.20240 8.20318 -0.91238
H -5.98663 9.48352 -0.73375
H -5.70488 6.78739 -2.16023
H -5.07197 8.36691 -2.66331

---

(2)
72
Properties=species:S:1:pos:R:3 method="wB97M-V/def2-TZVPD" gap_ev=5.7 total_energy_ha=-1490.97351 multiplicity=1 e_homo_ev=-6.837
C 5.75194 -1.78378 -0.55794
C 4.41653 -1.28339 -1.08904
C 4.62621 -0.85794 -2.54077
O 3.45535 -2.30720 -0.99436
B 2.18020 -1.62748 -0.88277
C 1.47827 -1.63600 -2.37995
C 0.62741 -0.60115 -2.74320
C 0.09226 -0.55519 -4.03839
C 0.43918 -1.53444 -4.97459
C 1.28486 -2.57991 -4.59505
C 1.79726 -2.63247 -3.29313
C 1.20535 -2.50195 0.11214
C -0.10913 -1.94262 0.36973
C -0.38231 -0.67287 0.78376
O 2.36742 -0.25908 -0.45954
C 3.75070 -0.09591 -0.22116
C 4.02542 -0.28999 1.26636
C 4.18222 1.29864 -0.63696
H 6.49396 -0.97566 -0.59361
H 5.67169 -2.14812 0.47003
H 6.11381 -2.59978 -1.19320
H 5.48718 -0.17948 -2.61302
H 4.84259 -1.74302 -3.14997
H 3.74496 -0.35637 -2.96020
H 0.36347 0.17259 -2.01872
H -0.58932 0.26041 -4.29860
H 0.05399 -1.48244 -5.99619
H 1.56028 -3.36698 -5.30736
H 2.45587 -3.45923 -3.00764
H 0.99286 -3.47173 -0.38131
H 1.72227 -2.64869 1.08459
H -0.96616 -2.61138 0.17614
H -1.12449 0.24746 2.12801
H 0.35647 0.13603 0.74355
H 5.08122 -0.09435 1.49020
H 3.41814 0.41811 1.84225
H 3.77278 -1.31122 1.58429
H 5.26456 1.41540 -0.49284
H 3.93820 1.49766 -1.68547
H 3.67428 2.04175 -0.01157
C -4.03355 2.13961 6.87952
O -3.60757 0.80622 6.52160
C -3.49240 0.45756 5.21914
C -2.79525 -0.76033 4.97318
C -2.31116 -1.01192 3.71330
C -2.46397 -0.05676 2.69051
C -1.64011 -0.30187 1.22122
C -2.32679 0.51736 0.10067
C -3.00056 -0.14629 -0.92859
C -3.53483 0.54523 -1.99796
C -3.41991 1.96007 -2.02638
O -3.93450 2.59726 -3.11050
C -3.86639 4.03879 -3.12496
C -2.77665 2.65077 -0.96306
C -2.30296 1.90773 0.12346
C -3.41860 0.96599 2.85953
C -3.91105 1.26050 4.13187
H -3.98944 2.13341 7.97139
H -3.35318 2.90639 6.48333
H -5.06323 2.32813 6.54851
H -2.60525 -1.42517 5.80949
H -1.76210 -1.92781 3.49460
H -2.23272 -1.25694 1.25111
H -3.08388 -1.24433 -0.86893
H -4.07463 0.02235 -2.80592
H -4.26865 4.30052 -4.10162
H -4.48741 4.47312 -2.32527
H -2.82688 4.38898 -3.02522
H -2.69741 3.74582 -0.95863
H -1.89586 2.41583 0.99765
H -3.78571 1.55402 2.02369
H -4.55515 2.13750 4.28878

---

(3)
79
Properties=species:S:1:pos:R:3 method="wB97M-V/def2-TZVPD" total_charge=+1 gap_ev="5.7 / 6.3" total_energy_ha=-5806.89814 multiplicity=6 e_homo_ev="-9.082 / -9.746" de_lowest_ev=0.000
Fe -0.19576 -0.56802 -0.01815
Cl 3.77794 0.30802 6.19517
C 2.55685 0.18534 4.97770
C 1.21730 0.13440 5.33664
C 0.24948 0.03604 4.35659
C 0.59075 -0.01753 3.00875
O -0.39091 -0.12210 2.07946
C 1.94079 0.04366 2.63512
C 2.48245 0.09431 1.27707
N 1.80529 0.10255 0.19366
C 2.43326 0.28943 -1.07401
C 3.78009 0.32873 -1.30718
C 4.28439 0.54824 -2.60931
C 3.43647 0.75378 -3.65697
C 2.03518 0.72706 -3.44860
C 1.10241 0.95340 -4.48757
C -0.23346 0.92383 -4.21555
C -0.64104 0.61778 -2.90387
N 0.19384 0.37052 -1.92559
C 1.53327 0.46290 -2.16421
C 2.90620 0.14242 3.64712
H 0.93664 0.16769 6.38016
H -0.79477 -0.01574 4.63513
H 3.56959 0.17166 1.25576
H 4.49044 0.18874 -0.50394
H 5.35478 0.56068 -2.76052
H 3.81922 0.93553 -4.65281
H 1.46156 1.15097 -5.48984
H -0.97179 1.10489 -4.98314
H -1.69385 0.54945 -2.65139
H 3.95308 0.19100 3.37658
C -0.91992 5.80811 0.48695
Ge -0.10661 4.35531 -0.52967
C -0.88147 4.28518 -2.32049
C 1.82530 4.59189 -0.62590
C -0.44437 2.66144 0.35234
H -0.70783 6.76227 0.00391
H -0.52235 5.84123 1.50074
H -2.00137 5.68578 0.54310
H -0.77524 5.25370 -2.81002
H -1.94504 4.04601 -2.27491
H -0.38092 3.53660 -2.93563
H 2.06748 5.57602 -1.02732
H 2.27951 3.83783 -1.27045
H 2.27007 4.51204 0.36667
H -1.33453 2.06461 0.17540
H 0.25564 2.24749 1.06796
C 0.08362 -2.67410 0.27188
C 0.01910 -2.89912 -1.14628
C 1.13712 -2.74524 -1.99792
C 1.00812 -2.68586 -3.36763
C -0.24475 -2.82459 -3.97176
C -1.34742 -3.12034 -3.16066
C -1.21773 -3.16534 -1.79171
C -0.40251 -2.68057 -5.38657
N -0.55132 -2.56428 -6.52202
H 1.04422 -2.81409 0.76113
H -0.76224 -3.04270 0.84609
H 2.11859 -2.62704 -1.55443
H 1.88099 -2.52075 -3.98742
H -2.30109 -3.33388 -3.63382
H -2.06503 -3.41868 -1.16384
N -4.29213 -1.58541 -1.94336
C -4.76826 -0.54998 -0.95556
P -3.56107 -0.79666 0.42686
O -3.92526 -2.08077 1.07097
O -2.26010 -0.67255 -0.34334
C -3.72171 0.55772 1.61925
N -2.96348 0.12439 2.80784
H -4.52483 -2.51811 -1.59198
H -3.25211 -1.54338 -1.98648
H -4.68838 -1.47390 -2.87446
H -5.79136 -0.79422 -0.68220
H -4.71541 0.42504 -1.43569
H -4.78273 0.72788 1.83114
H -3.29488 1.47678 1.21549
H -1.31951 -0.07485 2.46082
H -3.30872 -0.79154 3.08971
H -3.13691 0.76196 3.57695

---

(4)
79
Properties=species:S:1:pos:R:3 method="wB97M-V/def2-TZVPD" total_charge=+1 gap_ev="7.2 / 6.0" total_energy_ha=-5806.86863 multiplicity=6 e_homo_ev="-10.202 / -10.532" de_lowest_ev=0.803
Fe 1.41432 -0.03803 -1.07277
Cl -4.09973 1.17737 -5.54551
C -2.59752 1.09388 -4.68118
C -1.73540 2.19906 -4.68012
C -0.55878 2.15861 -3.97654
C -0.18810 1.02675 -3.21572
O 0.91795 1.09044 -2.52250
C -1.03505 -0.11094 -3.29052
C -0.63567 -1.38604 -2.76765
N 0.36410 -1.54183 -1.97651
C 0.83797 -2.80361 -1.58314
C 0.13403 -3.98166 -1.60285
C 0.76392 -5.17541 -1.23680
C 2.09572 -5.19509 -0.84494
C 2.82753 -4.02283 -0.77022
C 4.19764 -3.97300 -0.31369
C 4.84221 -2.80532 -0.26157
C 4.19134 -1.52776 -0.65891
N 2.79003 -1.60159 -0.99988
C 2.19581 -2.78320 -1.11371
C -2.23478 -0.05152 -4.02813
H -2.00833 3.08426 -5.23956
H 0.11263 3.00700 -3.96857
H -1.18546 -2.25579 -3.12803
H -0.90986 -3.99015 -1.88349
H 0.20087 -6.09835 -1.26162
H 2.56773 -6.13058 -0.57319
H 4.68309 -4.89691 -0.02610
H 5.87490 -2.74949 0.05870
H 4.72420 -1.10201 -1.52384
H -2.86960 -0.92775 -4.08032
C 1.12417 2.35186 2.24964
Ge 2.80280 1.65522 1.50736
C 4.21228 2.98403 1.78557
C 3.27951 0.01810 2.47391
C 2.62376 1.40680 -0.42729
H 1.32361 3.17561 2.93511
H 0.60547 1.56638 2.79801
H 0.47486 2.71313 1.45036
H 4.34950 3.16846 2.85194
H 3.95774 3.92831 1.30428
H 5.16041 2.63740 1.37364
H 3.11912 0.16645 3.54313
H 4.32638 -0.25543 2.33412
H 2.64909 -0.80633 2.14494
H 3.58953 1.22016 -0.90580
H 2.21548 2.32257 -0.86055
C -2.02785 2.86081 -0.99504
C -3.03140 2.89391 -0.02499
C -2.76724 3.29133 1.31475
C -3.74948 3.24863 2.27537
C -5.04180 2.81509 1.94254
C -5.34227 2.45489 0.61996
C -4.36117 2.49373 -0.34348
C -6.04870 2.72275 2.95775
N -6.84753 2.61025 3.77677
H -1.00904 3.14064 -0.76220
H -2.25635 2.57129 -2.01049
H -1.77196 3.62977 1.57540
H -3.53740 3.55121 3.29230
H -6.34894 2.14922 0.36773
H -4.59193 2.21519 -1.36458
N 0.98112 -3.15018 1.86936
C -0.03003 -2.28402 2.45946
P -0.69484 -1.16627 1.19734
O -1.66326 -1.81223 0.24954
O 0.47382 -0.35035 0.66325
C -1.81734 -0.01770 2.14654
N -3.14325 -0.11335 1.45661
H 1.84132 -2.64156 1.70507
H 4.31781 -0.77729 0.12761
H 1.19949 -3.91864 2.49021
H 0.31864 -1.66961 3.30358
H -0.86023 -2.89724 2.81671
H -1.47312 1.01206 2.12637
H -1.92873 -0.33435 3.18231
H -2.99637 -0.90451 0.76663
H -3.36783 0.74144 0.93881
H -3.91553 -0.30618 2.08929

---

(5)
80
Properties=species:S:1:pos:R:3 method="wB97M-V/def2-TZVPD" total_charge=+2 gap_ev="7.0 / 6.9" total_energy_ha=-5884.27791 multiplicity=4 e_homo_ev="-12.564 / -12.640"
Cr 0.25746 -0.34773 -0.05586
C 3.64589 2.24626 0.89465
C 2.93955 1.08574 0.57058
N 1.62273 0.99983 0.65872
C 0.95789 2.05339 1.20012
C 1.57486 3.26886 1.52512
C 2.96619 3.35554 1.33174
C 0.77162 4.32024 2.07528
C -0.53057 4.11527 2.38331
C -1.14757 2.83821 2.17914
C -2.44108 2.50979 2.62290
C -2.90895 1.23432 2.41812
C -2.11901 0.31173 1.73256
N -0.90552 0.59423 1.28342
C -0.41088 1.83207 1.54075
H 4.72118 2.25524 0.78755
H 3.46577 0.19964 0.24410
H 3.48624 4.27457 1.57172
H 1.24439 5.27289 2.28056
H -1.12411 4.90411 2.82882
H -3.03533 3.25225 3.14051
H -3.88342 0.92879 2.77100
H -2.48988 -0.68481 1.53206
C 0.99141 -2.84109 3.56155
C 0.38389 -2.71937 2.15701
C 0.39680 -4.09580 1.49189
C 1.14801 -1.63884 1.37650
H 0.48664 -3.62131 4.13208
H 0.90180 -1.90457 4.11455
H 2.04997 -3.10110 3.49177
H -0.66088 -2.40376 2.28852
H 1.41828 -4.37607 1.22282
H -0.21400 -4.12968 0.59338
H 0.01567 -4.84866 2.18271
H 2.01622 -2.08301 0.87325
H 1.54066 -0.93433 2.11361
Se -1.86264 -1.03373 -1.30172
C -2.99863 -2.57199 -0.99854
C -2.75069 -3.42953 0.06369
C -3.61413 -4.50303 0.25416
N -4.65562 -4.74355 -0.52921
C -4.88911 -3.90998 -1.53612
C -4.09205 -2.80769 -1.81773
H -1.91631 -3.26798 0.73534
H -3.45709 -5.19299 1.07649
H -5.75853 -4.13274 -2.14476
H -4.33126 -2.15129 -2.64382
N -1.09917 0.43605 -4.28608
C -1.78517 1.69697 -3.86486
P -0.65263 2.48535 -2.62132
O 0.50178 3.06239 -3.39226
O -0.41998 1.49242 -1.53902
C -1.49719 4.05452 -2.01723
N -0.62095 5.16849 -2.50537
H -0.10985 0.61881 -4.47125
H -1.51486 0.01688 -5.11613
H -1.15792 -0.27786 -3.48097
H -2.75690 1.45000 -3.44006
H -1.90595 2.35349 -4.72425
H -1.54368 4.04282 -0.93037
H -2.50603 4.15977 -2.40913
H -1.09282 5.80842 -3.13914
H 0.15523 4.62242 -3.04705
H -0.19945 5.71329 -1.75848
N 0.62854 -3.36130 -1.67343
C 1.57172 -2.45400 -1.90788
N 1.45345 -1.15573 -1.68855
C 2.55048 -0.48001 -2.25075
C 2.65901 0.89283 -2.45364
C 3.81184 1.40069 -3.02962
C 4.85714 0.56642 -3.41465
C 4.73727 -0.80665 -3.28395
C 3.57360 -1.30978 -2.72517
S 3.09566 -2.98121 -2.57294
H -0.28771 -3.06383 -1.37040
H 0.78970 -4.33078 -1.88221
H 1.83394 1.54093 -2.19974
H 3.89698 2.46753 -3.19292
H 5.75377 0.98588 -3.84991
H 5.51531 -1.47661 -3.62492

---

(6)
76
Properties=species:S:1:pos:R:3 method="wB97M-V/def2-TZVPD" gap_ev=6.6 total_energy_ha=-1740.08566 multiplicity=1 e_homo_ev=-7.485 de_lowest_ev=1.106
C -2.50244 -3.88937 -1.25024
N -2.15125 -2.50063 -1.44164
C -2.18807 -1.90019 -2.67043
O -2.45354 -2.47119 -3.72887
C -1.81534 -0.44787 -2.48698
C -2.97159 0.52588 -2.63398
C -3.55479 0.48708 -4.03256
C -2.90550 1.15476 -5.07634
C -3.39490 1.05714 -6.38613
C -4.53272 0.28480 -6.65065
C -5.18577 -0.38057 -5.60547
C -4.70297 -0.26679 -4.29872
N -1.27260 -0.47441 -1.11982
C -0.69120 0.61311 -0.58456
C -0.19090 0.65994 0.70509
C 0.78087 1.64296 1.07048
C 1.04172 1.92295 2.48345
C 1.48456 3.19322 2.92122
C 1.83266 3.42071 4.24804
C 1.77967 2.36744 5.19881
N 2.33505 2.53154 6.48313
C 1.46811 2.67378 7.64458
C 3.59089 1.87435 6.84027
C 1.24823 1.12742 4.78807
C 0.88447 0.91500 3.46177
C -1.51040 -1.71735 -0.39080
C -2.49246 -1.54655 0.79210
C -0.22865 -2.39707 0.10087
H -3.12241 -4.22344 -2.09345
H -1.59883 -4.52514 -1.18411
H -3.06623 -3.99375 -0.30804
H -1.00966 -0.18752 -3.19316
H -3.74722 0.27221 -1.89164
H -2.60184 1.54008 -2.41557
H -2.00464 1.73599 -4.85494
H -2.88048 1.58334 -7.19286
H -4.90760 0.19589 -7.66933
H -6.06617 -0.99587 -5.79992
H -5.19505 -0.78852 -3.47367
H -0.66795 1.50353 -1.22341
H -0.52188 -0.08993 1.44428
H 1.00588 2.43854 0.34985
H 1.51165 4.01676 2.20848
H 2.20223 4.38991 4.57807
H 0.62255 3.32618 7.40061
H 1.08768 1.69761 7.99204
H 2.05930 3.11832 8.45551
H 4.31052 1.94473 6.01611
H 3.99373 2.38640 7.72422
H 3.43989 0.81269 7.10203
H 1.17777 0.31208 5.50566
H 0.47820 -0.05414 3.18394
H -3.44500 -1.13941 0.42465
H -2.65649 -2.52715 1.25930
H -2.09696 -0.86923 1.55072
H 0.40583 -2.67384 -0.75201
H 0.33491 -1.73186 0.75912
H -0.49760 -3.30063 0.66597
C 3.72469 -2.54926 0.29418
N 3.23374 -1.35627 -0.35226
C 2.96486 -0.23122 0.44875
O 3.23527 -0.31455 1.65808
C 2.34537 0.92528 -0.17644
C 2.27315 0.93563 -1.62994
O 1.87302 1.91498 -2.29070
N 2.61305 -0.23529 -2.33692
C 2.39321 -0.26369 -3.76262
C 2.90837 -1.45354 -1.71529
O 2.90325 -2.52909 -2.32092
H 3.81766 -3.32321 -0.46665
H 4.69835 -2.34890 0.75435
H 3.01302 -2.85864 1.06740
H 2.75725 1.88324 0.21999
H 2.71379 -1.23792 -4.12995
H 1.32352 -0.12648 -3.96394
H 2.96316 0.53504 -4.24627